Record 1
The following is a quantum chemistry calculation of a single C3H9N3 molecule at a distorted geometry, from the OMol25 dataset.

Geometry as XYZ:
```
15
Properties=species:S:1:pos:R:3:forces:R:3:mulliken_charge:R:1
C -1.325 0.073 -1.324 1.11 0.04 0.94 -0.98
C -0.317 -0.839 -0.507 -1.55 0.56 3.17 -0.45
C 0.240 -0.124 0.826 -4.00 -0.37 0.52 -0.68
N 1.221 -0.832 1.612 -1.44 -1.97 -1.09 0.15
N 2.554 -0.425 1.409 2.48 -1.21 -2.81 -0.37
N 1.892 -0.079 2.568 -1.52 4.81 2.03 -0.33
H -0.674 0.926 -1.763 -1.65 -1.02 0.87 0.27
H -2.293 0.336 -0.806 1.40 0.27 -0.27 0.31
H -1.637 -0.555 -2.134 -0.14 -0.19 -0.79 0.34
H -0.760 -1.833 -0.091 0.81 1.59 -1.36 0.28
H 0.487 -0.921 -1.167 1.40 -1.04 -0.95 0.29
H -0.780 -0.008 1.512 2.72 -0.09 -1.45 0.20
H 0.629 0.855 0.606 0.11 0.98 -0.25 0.44
H 2.597 0.318 0.688 -0.30 0.02 0.64 0.27
H 1.574 0.986 2.402 0.57 -2.39 0.80 0.27
```
Forces are in eV/Å.

Summary:
LUMO ... 0.9 eV
HOMO ... -9.448 eV
Structure (SMILES) ... CCCn1[nH][nH]1
Energy above the lowest of the compared OMol25 structures with the same formula, charge and spin ... 500.5 kJ/mol
Frontier orbital gap ... 10.4 eV

Record 2
The following is a quantum chemistry calculation of a molecular structure, C18H27N2O4P2PbS2 at a distorted geometry, from the OMol25 dataset.

Geometry as XYZ:
```
56
Properties=species:S:1:pos:R:3:forces:R:3:mulliken_charge:R:1
Pb -0.399 0.265 0.268 1.23 -2.37 -1.80 1.07
P -0.722 0.664 -2.004 -3.11 -0.75 -5.12 0.52
C -2.496 0.317 -2.055 0.78 -0.79 1.78 -1.63
C -3.045 -0.605 -1.053 1.57 2.30 -2.34 1.28
N -2.324 -0.750 0.084 -2.29 -1.49 0.90 -0.20
C -2.806 -1.529 1.085 -0.58 -0.41 0.27 0.78
C -4.012 -2.223 0.965 1.06 0.59 0.29 -0.97
C -4.744 -2.089 -0.220 0.61 0.98 -1.14 -0.28
C -4.260 -1.267 -1.243 -1.03 -1.30 1.39 -1.12
C -1.939 -1.623 2.337 0.18 0.61 -0.25 -1.29
P -0.801 -0.115 2.514 -2.62 -2.76 6.72 0.81
H -4.821 -1.142 -2.157 0.11 0.07 -0.05 0.46
H -4.374 -2.848 1.768 0.10 0.05 0.08 0.48
H -5.682 -2.611 -0.340 -0.03 -0.03 -0.02 0.45
H -2.554 -1.727 3.231 0.00 0.00 -0.05 0.52
H -1.319 -2.516 2.256 0.22 -0.02 0.07 0.44
H -4.299 2.343 -1.529 -0.82 2.05 1.05 0.35
H -2.991 0.404 -3.011 0.03 -0.03 -0.10 0.51
H -2.868 4.035 0.819 2.03 0.33 1.88 0.34
O -4.597 3.165 -0.999 -0.19 -0.94 -1.75 -0.63
H -5.259 3.677 -1.550 1.26 -1.17 0.82 0.31
H 0.115 1.671 0.513 0.55 5.99 0.93 -0.06
O -2.098 4.242 1.482 -1.53 -1.86 -1.00 -0.66
H -1.900 3.393 1.974 -0.61 1.49 -1.06 0.26
C -1.918 1.053 3.483 0.53 -0.16 -0.73 -1.46
H -2.268 0.576 4.398 0.15 -0.17 -0.08 0.42
H -1.374 1.960 3.752 0.07 -0.03 -0.03 0.40
H -2.786 1.330 2.884 0.00 -0.05 -0.08 0.45
C 0.434 -0.703 3.806 -0.25 0.25 -0.68 -1.30
H 1.069 0.125 4.121 -0.05 0.00 -0.13 0.44
H -0.084 -1.099 4.680 -0.31 0.09 -0.13 0.43
H 1.066 -1.487 3.387 -0.06 0.11 -0.12 0.39
C 0.042 -0.469 -3.221 0.63 0.33 0.12 -1.26
H -0.376 -0.314 -4.214 -0.13 0.14 0.05 0.42
H 1.118 -0.302 -3.270 0.13 -0.04 -0.08 0.41
H -0.125 -1.507 -2.934 -0.12 0.09 0.16 0.34
C -0.487 2.379 -2.596 0.69 -0.06 0.57 -1.19
H 0.575 2.600 -2.698 0.07 -0.01 -0.04 0.40
H -0.959 2.525 -3.567 -0.13 -0.34 0.02 0.41
H -0.909 3.098 -1.894 -0.11 -0.15 0.09 0.32
O 3.381 -3.887 -1.239 3.63 3.09 1.27 -0.60
S 4.179 -3.015 -0.262 -6.04 -5.66 3.36 0.97
O 4.551 -3.834 0.984 0.79 3.15 -4.03 -0.59
N 2.825 -2.138 0.435 0.07 1.24 -0.42 -0.45
C 2.943 -0.865 0.293 0.26 -1.54 1.33 0.90
S 1.917 0.291 1.179 1.97 -0.67 -1.08 -0.56
C 4.191 -0.429 -0.350 -0.04 1.28 -0.13 0.46
C 4.622 0.884 -0.571 0.57 -0.51 -0.32 -0.69
C 5.881 1.091 -1.157 -0.13 -0.81 0.10 -0.62
C 6.693 -0.006 -1.502 -0.82 -0.04 0.35 -0.58
C 6.243 -1.318 -1.272 -0.16 0.36 0.06 -0.53
C 4.984 -1.498 -0.698 1.94 -0.24 -0.96 0.13
H 4.007 1.729 -0.294 -0.08 -0.10 0.06 0.51
H 6.232 2.100 -1.333 0.00 -0.06 0.00 0.42
H 7.665 0.164 -1.942 0.01 -0.05 0.00 0.42
H 6.865 -2.166 -1.523 0.00 0.00 -0.02 0.48
```
Forces are in eV/Å.

Summary:
LUMO ... -4.3 eV
Total charge ... +1
HOMO ... -10.373 eV
Frontier orbital gap ... 6.1 eV

Record 3
The following is a quantum chemistry calculation of a molecular structure, C27H31F5N6OPS5Ti at a distorted geometry, from the OMol25 dataset.

Geometry as XYZ:
```
77
Properties=species:S:1:pos:R:3:forces:R:3:mulliken_charge:R:1
Ti 0.607 0.492 0.233 0.41 1.15 -1.35 -0.76
C 0.604 3.776 2.180 -0.02 -0.03 -0.03 -1.22
C 1.147 2.467 2.650 0.02 0.18 0.04 1.03
C 2.155 2.447 3.602 -0.06 0.08 -0.08 -0.79
C 2.670 1.218 3.966 -0.17 -0.18 -0.08 -0.39
N 2.106 0.081 3.579 0.37 0.08 0.18 -0.36
C 1.083 0.169 2.741 -0.34 0.00 0.49 0.59
S 0.200 -1.252 2.362 0.06 -0.22 0.10 -0.43
N 0.647 1.315 2.150 0.26 0.48 1.56 0.32
H 0.168 4.300 3.034 -0.01 0.00 -0.01 0.46
H -0.157 3.648 1.419 0.04 0.06 -0.01 0.02
H 1.409 4.400 1.791 0.01 -0.02 -0.03 0.32
H 2.561 3.376 3.975 0.00 -0.02 0.03 0.45
H 3.545 1.118 4.600 -0.03 0.10 0.04 0.42
C -5.105 -0.768 0.799 -0.17 0.01 -0.23 -0.81
N -4.105 -0.908 1.940 -0.02 0.00 0.09 0.16
C -3.852 -2.400 2.198 0.04 -0.15 -0.03 -0.79
N -3.481 -3.069 1.005 -0.07 -0.27 -0.02 0.19
C -4.480 -2.881 -0.038 0.06 0.10 -0.01 -0.87
N -4.655 -1.467 -0.349 -0.15 -0.08 -0.08 0.25
C -3.466 -0.870 -0.967 0.38 0.11 -0.01 -1.53
P -1.924 -0.901 0.132 -1.08 -0.48 0.39 1.79
C -2.838 -0.191 1.615 0.42 0.01 -0.19 -1.43
C -2.137 -2.721 0.545 0.13 0.31 -0.03 -1.28
H -5.221 0.294 0.587 0.06 0.02 0.10 0.39
H -6.053 -1.181 1.147 0.04 -0.02 0.06 0.34
H -4.506 -0.498 2.783 -0.01 0.00 0.00 0.36
H -4.779 -2.811 2.597 -0.02 0.07 0.00 0.33
H -3.053 -2.463 2.937 -0.05 0.06 0.05 0.45
H -5.434 -3.298 0.289 0.00 0.04 0.04 0.32
H -4.165 -3.410 -0.936 0.01 0.00 0.01 0.38
H -3.693 0.160 -1.253 0.04 -0.01 -0.01 0.44
H -3.239 -1.426 -1.879 -0.05 0.05 -0.04 0.49
H -3.068 0.853 1.402 -0.08 -0.03 -0.04 0.59
H -2.171 -0.236 2.473 -0.05 -0.06 0.08 0.49
H -1.410 -3.025 1.296 0.03 -0.03 0.01 0.51
H -1.927 -3.282 -0.369 0.01 -0.05 0.04 0.47
C 2.606 -3.306 -1.160 -0.38 0.10 0.05 -1.21
S 1.841 -2.463 0.249 0.92 -0.49 -0.46 0.41
O 1.312 -1.182 -0.429 0.71 -1.10 -0.32 0.34
C 3.394 -2.068 1.053 -0.26 0.05 0.04 0.85
C 3.624 -2.559 2.330 -0.24 -0.05 -0.09 -0.34
C 4.841 -2.300 2.938 0.00 0.00 0.08 -0.56
C 5.797 -1.540 2.281 0.05 -0.06 0.04 -0.54
C 5.555 -1.056 1.002 -0.05 0.08 -0.08 -0.86
C 4.350 -1.326 0.377 0.07 0.01 0.04 -0.20
H 3.230 -2.605 -1.708 -0.04 0.00 -0.01 0.36
H 1.808 -3.689 -1.793 0.01 0.03 -0.03 0.44
H 3.201 -4.126 -0.761 -0.03 0.00 0.03 0.45
H 2.856 -3.133 2.831 -0.02 0.06 0.08 0.36
H 5.033 -2.674 3.935 0.00 -0.01 -0.02 0.41
H 6.744 -1.334 2.764 -0.02 0.02 -0.01 0.42
H 6.297 -0.460 0.488 0.02 -0.03 0.02 0.44
H 4.162 -0.966 -0.622 -0.02 0.16 -0.06 0.18
S 2.702 1.737 0.191 -0.31 -0.30 0.00 -0.36
C 1.978 1.531 -1.354 -0.19 -0.27 0.38 0.29
N 1.328 2.594 -1.999 -0.02 0.03 -0.56 -0.11
C 1.810 2.878 -3.350 0.07 0.10 0.22 -0.83
C 2.193 1.545 -3.973 0.00 -0.26 0.17 -0.35
S 2.759 0.506 -2.585 0.08 0.07 -0.15 -0.21
H 1.223 3.406 -1.411 -0.03 0.04 0.09 0.28
H 2.680 3.544 -3.319 0.01 -0.03 -0.08 0.38
H 1.016 3.363 -3.921 0.05 0.03 -0.04 0.32
H 3.013 1.645 -4.680 -0.04 0.03 -0.07 0.51
H 1.355 1.050 -4.460 -0.02 0.07 -0.04 0.08
F -2.491 1.600 -5.943 -0.01 -0.01 -0.13 -0.32
C -2.194 1.711 -4.656 -0.04 0.05 0.18 0.77
C -2.710 2.758 -3.907 0.05 -0.06 -0.08 0.16
F -3.490 3.658 -4.494 -0.07 0.06 -0.03 -0.30
C -2.417 2.863 -2.559 0.20 -0.24 0.16 0.28
F -2.933 3.879 -1.870 -0.08 0.09 -0.02 -0.35
C -1.598 1.940 -1.908 -0.18 -0.19 -0.47 0.87
S -1.244 2.066 -0.212 -0.04 0.51 0.19 -0.78
C -1.094 0.913 -2.698 -0.10 0.23 0.18 -0.19
F -0.268 0.008 -2.128 -0.07 -0.03 -0.24 -0.13
C -1.380 0.776 -4.040 0.02 0.03 0.07 -0.49
F -0.872 -0.243 -4.733 0.02 -0.04 -0.08 -0.36
```
Forces are in eV/Å.

Summary:
LUMO (spin up / spin down) ... -2.5 / -2.5 eV
Total charge ... +1
HOMO (spin up / spin down) ... -9.158 / -8.661 eV
Energy above the lowest of the compared OMol25 structures with the same formula, charge and spin ... 186.6 kJ/mol
Frontier orbital gap (spin up / spin down) ... 6.7 / 6.2 eV

Per-record E, eV: -7722.387, -75756.541, -139652.330
Per-record M, g/mol: 87.1, 668.7, 789.8